[1]
{"formula": "C24H43N2OP3Zr", "method": "ωB97M-V/def2-TZVPD", "symbols": ["H", "C", "H", "H", "H", "C", "C", "Zr", "H", "H", "C", "H", "H", "H", "N", "P", "C", "H", "H", "C", "C", "H", "H", "H", "H", "H", "H", "C", "H", "H", "H", "H", "C", "H", "C", "C", "H", "P", "C", "H", "H", "H", "H", "C", "H", "H", "C", "H", "C", "N", "H", "H", "C", "H", "H", "O", "H", "C", "H", "H", "H", "H", "H", "C", "H", "H", "C", "P", "C", "C", "C", "C", "C", "H"], "positions_angstrom": [[0.677, 0.283, 4.216], [-0.402, 2.572, 2.122], [1.332, 3.069, -1.941], [1.079, 5.733, 3.695], [2.188, 4.706, 1.717], [-0.472, 4.250, 3.854], [-0.694, 0.904, -3.609], [-0.473, -0.092, 0.144], [-0.574, -4.058, 1.433], [-1.839, -3.937, -1.223], [-3.655, -1.798, 1.357], [-3.502, -3.814, -0.577], [-0.381, 0.182, -5.649], [2.018, -4.279, -0.133], [-2.003, 2.183, 3.623], [1.152, -2.127, -0.943], [1.012, 2.444, -2.758], [1.064, -1.018, -3.104], [-2.579, 0.244, 2.824], [1.196, -3.963, -0.787], [-0.075, 1.581, -2.528], [3.038, -2.611, 2.733], [-2.856, -2.576, -1.687], [-1.321, -3.172, 2.751], [-1.669, 0.454, -3.408], [-2.630, 2.237, 4.429], [3.504, -2.466, -0.316], [-1.510, -3.595, 1.753], [-2.521, 2.297, -5.021], [2.653, 2.846, -4.091], [1.209, 2.585, 0.693], [1.526, -3.213, 3.476], [2.968, -1.798, -1.003], [-4.022, -0.878, 0.888], [-1.549, 4.097, -4.531], [-2.389, 3.078, -4.271], [-0.356, -2.063, -2.824], [1.160, -1.101, 2.284], [0.735, -1.991, -2.720], [1.231, -2.812, -3.263], [3.268, -0.214, 1.388], [-0.851, 4.045, -5.367], [-2.286, -4.361, 1.837], [0.764, 3.098, 1.560], [3.238, -0.218, 3.190], [-4.370, -2.614, 1.220], [-1.983, 1.155, 2.761], [1.191, -1.374, 4.695], [0.023, 0.764, -4.797], [-1.056, 1.360, 1.814], [1.217, 0.537, -0.192], [-0.970, 4.683, 4.720], [1.952, -2.734, 2.579], [-3.004, 3.029, -3.363], [0.250, -4.363, -0.400], [-0.436, 1.273, -1.295], [3.152, -0.758, -0.728], [-1.003, 3.100, 3.255], [3.322, -1.968, -2.025], [-0.481, -1.061, 4.109], [1.805, -3.426, 1.741], [-3.545, -1.590, 2.428], [1.362, -4.398, -1.782], [2.660, -0.026, 2.278], [1.858, 1.201, -5.818], [-1.550, 5.023, -3.938], [0.574, -0.786, 3.994], [-2.062, -2.271, 0.593], [1.725, 2.278, -3.937], [1.296, 4.256, 2.155], [1.276, 1.385, -4.924], [-2.612, -3.249, -0.862], [0.669, 4.825, 3.271], [2.336, 1.018, 2.238]], "relative_energy_kj_mol": 0.0, "lumo_ha": [-0.60413, -0.59838], "energy_ha": -2194.6018, "total_charge": 4}

=====

[2]
{"formula": "C15H36N3O14V", "method": "ωB97M-V/def2-TZVPD", "symbols": ["H", "H", "H", "C", "C", "H", "H", "C", "C", "O", "O", "H", "N", "H", "H", "H", "H", "H", "H", "O", "H", "H", "N", "C", "O", "C", "H", "H", "H", "H", "C", "O", "H", "H", "C", "O", "V", "H", "O", "O", "N", "H", "C", "O", "O", "C", "H", "H", "H", "H", "H", "H", "O", "H", "O", "C", "C", "O", "H", "H", "O", "H", "C", "H", "C", "C", "H", "H", "H"], "positions_angstrom": [[7.455, -22.120, -28.106], [8.820, -22.063, -32.544], [5.522, -22.641, -25.935], [8.390, -22.081, -27.546], [5.559, -24.928, -27.574], [8.229, -21.268, -26.828], [3.886, -23.041, -25.493], [7.035, -22.593, -32.514], [12.928, -20.762, -27.653], [2.569, -19.950, -34.106], [7.889, -18.389, -28.921], [4.629, -17.747, -31.145], [5.144, -25.354, -29.899], [3.597, -25.107, -28.454], [9.459, -20.668, -28.682], [6.356, -25.648, -27.340], [5.189, -24.356, -30.075], [5.319, -18.317, -32.673], [7.633, -18.184, -31.705], [7.335, -23.361, -33.441], [9.201, -17.460, -27.611], [10.468, -22.666, -30.038], [6.569, -19.696, -30.763], [10.885, -21.908, -27.709], [12.052, -21.546, -28.421], [6.756, -18.236, -31.049], [5.400, -27.585, -28.382], [13.218, -21.310, -26.745], [3.828, -27.429, -29.205], [2.240, -18.096, -33.101], [2.335, -23.515, -30.489], [3.643, -19.663, -29.457], [4.535, -25.751, -30.604], [11.005, -22.924, -27.281], [8.175, -17.836, -27.665], [2.234, -24.205, -31.509], [4.487, -20.743, -30.234], [7.446, -17.126, -27.268], [2.838, -18.482, -32.452], [3.024, -22.489, -30.305], [9.538, -22.593, -29.639], [6.736, -20.282, -31.579], [9.589, -21.732, -28.426], [3.763, -20.552, -32.330], [1.539, -23.871, -29.397], [4.644, -23.214, -26.266], [8.130, -18.673, -26.953], [7.361, -16.603, -29.785], [8.589, -23.053, -27.092], [1.036, -24.605, -29.772], [6.117, -24.124, -28.063], [8.964, -22.022, -30.258], [8.057, -21.736, -32.050], [12.486, -19.801, -27.368], [5.931, -22.451, -31.957], [5.524, -17.768, -31.761], [4.436, -27.079, -28.365], [4.965, -24.586, -26.335], [5.991, -17.570, -29.165], [7.252, -19.993, -30.078], [5.249, -21.546, -29.101], [5.691, -16.725, -32.081], [3.099, -19.724, -33.006], [4.242, -22.801, -27.193], [4.590, -25.568, -28.556], [6.960, -17.623, -29.677], [13.826, -20.602, -28.249], [3.835, -27.285, -27.475], [10.890, -21.430, -26.710]], "lumo_ha": 0.14176, "energy_ha": -2754.9243, "total_charge": -2}

=====

[3]
{"formula": "C5H13NO2", "method": "ωB97M-V/def2-TZVPD", "symbols": ["H", "C", "H", "H", "H", "C", "O", "H", "H", "H", "H", "H", "H", "H", "H", "H", "C", "O", "N", "C", "C"], "positions_angstrom": [[0.543, -0.261, 1.322], [0.046, 1.912, -0.839], [-0.363, 1.789, -1.844], [0.175, 3.528, 0.641], [-3.335, -1.981, 0.543], [0.895, 0.912, -0.415], [-0.883, -2.332, 1.792], [1.244, -1.969, -0.236], [-0.887, 3.810, -0.818], [-0.334, -1.450, -0.944], [0.773, 1.655, 1.467], [-1.779, -2.008, 0.838], [0.997, -2.056, -1.940], [1.930, 0.128, -2.048], [-1.254, -2.578, 2.641], [2.122, 0.476, 1.352], [0.746, -1.439, -1.072], [-2.541, -1.798, 0.032], [1.235, -0.107, -1.355], [1.051, 0.660, 1.065], [-0.382, 3.109, -0.182]], "relative_energy_kj_mol": 208.5, "lumo_ha": [0.13878, 0.11549], "energy_ha": -403.4625, "total_charge": -1, "spin_multiplicity": 2}

=====

[4]
{"formula": "CH4FN", "method": "ωB97M-V/def2-TZVPD", "symbols": ["H", "C", "F", "N", "H", "H", "H"], "positions_angstrom": [[-0.522, 0.260, 1.509], [0.036, 0.292, 0.607], [-1.175, -0.908, -1.631], [0.539, -0.819, -0.094], [-0.569, 0.859, -0.098], [0.901, -0.724, -1.014], [0.789, 1.040, 0.721]], "relative_energy_kj_mol": 479.3, "lumo_ha": [-0.11466, -0.11433], "energy_ha": -194.9237}

=====

[5]
{"formula": "C4H3AuO5", "method": "ωB97M-V/def2-TZVPD", "symbols": ["C", "C", "Au", "O", "O", "C", "O", "H", "O", "O", "H", "H", "C"], "positions_angstrom": [[-1.187, -1.459, -0.377], [-1.678, 0.781, 0.246], [0.911, 1.765, -0.407], [1.175, -1.913, -0.281], [-0.439, 1.123, 0.359], [2.567, 0.547, 0.200], [-2.621, 1.173, 0.899], [-1.735, -2.228, -0.939], [-1.861, -0.237, -0.627], [3.497, 0.063, 0.602], [0.362, -1.043, -1.924], [-1.186, -1.705, 0.694], [0.235, -1.431, -0.890]], "lumo_ha": [-0.39752, -0.52950], "energy_ha": -665.0874, "total_charge": 2, "spin_multiplicity": 3}

=====

[6]
{"formula": "C6H19NO3", "method": "ωB97M-V/def2-TZVPD", "symbols": ["H", "H", "H", "H", "O", "H", "H", "H", "H", "C", "H", "O", "H", "H", "H", "O", "H", "C", "H", "H", "H", "C", "N", "H", "C", "C", "C", "H", "H"], "positions_angstrom": [[2.422, -1.980, 1.923], [-0.299, 3.156, 0.061], [1.045, -0.762, -1.369], [3.526, 0.936, 1.792], [-2.701, 1.797, -0.115], [-2.761, -0.542, -0.269], [-1.124, -0.292, -2.854], [2.720, -0.888, -0.045], [-2.024, 2.082, 0.525], [2.239, -0.412, 0.813], [-3.504, 2.294, 0.016], [2.688, -1.077, 2.024], [-0.012, 0.530, -1.015], [-1.046, -2.091, -3.005], [3.325, 1.370, 0.139], [-0.368, 2.723, 0.918], [-1.715, -1.413, 0.927], [-2.009, -1.306, -0.101], [0.589, -1.733, 0.976], [2.060, 1.774, 1.280], [0.449, 2.241, 1.080], [0.753, -0.687, 0.689], [-0.899, -1.393, -1.035], [-2.597, -2.226, -0.210], [2.785, 1.007, 1.016], [-1.382, -1.250, -2.400], [0.215, -0.515, -0.737], [0.097, -0.170, 1.394], [-2.472, -1.171, -2.420]], "relative_energy_kj_mol": 142.7, "smiles": "C[C@@H](O)CCN(C)C.O.O", "lumo_ha": 0.02506, "energy_ha": -520.4293}

=====

- Number 4 is which compound?
  CH4FN